1.
15
Properties=species:S:1:pos:R:3 method="wB97M-V/def2-TZVPD" smiles="NN1C(=[NH2+])C12CC2" charge=+1 e_tot_ha=-321.08482 fmax_ev_per_a=4.025 orbital_gap_ev=10.774 homo_energy_ev=-14.22
C -1.23 0.42 1.31
C -0.65 -0.96 1.49
C 1.06 0.36 -0.33
C -0.11 -0.09 0.39
N 0.14 -0.20 -1.05
N 2.12 1.14 -0.55
N -0.37 -0.41 -2.32
H -2.25 0.46 0.88
H -0.97 1.20 2.11
H -0.14 -1.28 2.43
H -1.23 -1.75 1.10
H 2.58 1.19 -1.40
H 2.39 1.67 0.25
H -0.94 -1.34 -2.21
H -1.08 0.23 -2.49


2.
15
Properties=species:S:1:pos:R:3 method="wB97M-V/def2-TZVPD" smiles=Cn1ncc[n+]1C charge=+1 e_tot_ha=-321.15024 fmax_ev_per_a=4.389 orbital_gap_ev=10.947 homo_energy_ev=-15.09
C -1.29 -1.04 -1.32
C -1.50 -0.83 -0.02
C -0.31 0.33 1.83
C 1.84 0.68 -0.90
N -0.05 -0.50 -1.60
N 0.48 0.01 -0.59
N -0.47 -0.16 0.52
H -1.78 -1.52 -2.13
H -2.25 -1.17 0.59
H 0.45 -0.15 2.40
H -0.05 1.40 1.81
H -1.35 0.26 2.19
H 2.08 0.44 -1.96
H 1.62 1.75 -0.74
H 2.57 0.50 -0.06


3.
15
Properties=species:S:1:pos:R:3 method="wB97M-V/def2-TZVPD" charge=+1 e_tot_ha=-321.07052 fmax_ev_per_a=3.099 orbital_gap_ev="7.088 / 7.119" homo_energy_ev="-14.91 / -14.91"
C -2.65 -0.74 0.01
C -1.76 1.30 0.10
C 1.57 -0.20 0.37
C 0.72 0.80 -0.43
N -2.86 0.56 0.15
N -1.51 -1.25 -0.20
N -0.59 0.83 -0.04
H -3.56 -1.34 0.10
H -1.93 2.37 0.25
H 2.08 0.26 1.21
H 2.31 -0.66 -0.27
H 0.92 -0.98 0.76
H 0.80 0.63 -1.51
H 1.12 1.81 -0.24
H -1.20 -2.20 -0.29


4.
15
Properties=species:S:1:pos:R:3 method="wB97M-V/def2-TZVPD" charge=+1 e_tot_ha=-321.24642 fmax_ev_per_a=0.955 orbital_gap_ev=11.158 homo_energy_ev=-13.98
C -1.23 0.88 0.20
C 0.93 -2.44 0.98
C -0.42 1.65 -1.68
C 0.56 0.94 -1.04
N 1.07 -1.35 1.59
N 0.02 0.49 0.13
N -1.53 1.60 -0.88
H -1.91 0.67 1.00
H 0.48 -2.42 0.00
H 1.51 -1.38 2.51
H -0.41 2.17 -2.61
H 1.57 0.75 -1.32
H 0.53 -0.18 0.85
H 1.25 -3.41 1.35
H -2.42 2.02 -1.09


5.
15
Properties=species:S:1:pos:R:3 method="wB97M-V/def2-TZVPD" charge=+1 e_tot_ha=-321.13590 fmax_ev_per_a=3.128 orbital_gap_ev=11.102 homo_energy_ev=-14.09
C 0.96 1.72 -1.97
C -0.51 0.48 1.07
C -0.64 1.82 1.50
C 0.25 -2.15 -0.79
N -0.37 -0.66 0.93
N -0.07 -1.86 0.59
N 0.78 1.24 -0.96
H 1.12 2.16 -2.93
H -0.52 -2.59 1.13
H -1.25 1.84 2.41
H -1.14 2.41 0.73
H 0.34 2.25 1.71
H 0.73 -3.12 -0.83
H 0.94 -1.39 -1.16
H -0.64 -2.16 -1.43


6.
15
Properties=species:S:1:pos:R:3 method="wB97M-V/def2-TZVPD" charge=+1 e_tot_ha=-321.05004 fmax_ev_per_a=3.598 orbital_gap_ev=9.068 homo_energy_ev=-13.89
C 1.00 0.23 -0.55
C 0.73 1.09 0.72
C 0.00 -0.85 -0.40
C -0.47 0.70 1.54
N -1.20 -0.70 0.22
N 0.27 -2.02 -0.93
N -1.58 0.63 0.56
H 0.95 0.86 -1.39
H 2.04 -0.17 -0.47
H 1.49 1.35 1.40
H 0.20 1.96 0.42
H -0.53 -2.72 -1.00
H 1.28 -2.32 -0.95
H -2.55 0.59 1.02
H -1.61 1.36 -0.20


7.
16
Properties=species:S:1:pos:R:3 method="wB97M-V/def2-TZVPD" smiles=COc1[nH+]cnn1C charge=+1 e_tot_ha=-396.43299 fmax_ev_per_a=3.274 orbital_gap_ev=11.650 homo_energy_ev=-14.75
C -1.34 -0.78 2.00
C -0.18 0.07 0.40
C 1.95 -1.02 0.62
C -0.29 1.52 -1.49
N -0.13 -1.24 2.15
N 0.61 -0.71 1.06
N -1.47 0.05 0.92
O 0.37 0.79 -0.53
H -2.08 -1.13 2.66
H 2.13 -0.65 -0.45
H 2.05 -2.07 0.77
H 2.70 -0.51 1.18
H 0.48 2.10 -2.15
H -0.85 2.29 -0.90
H -1.01 0.83 -2.08
H -2.28 0.59 0.73


8.
16
Properties=species:S:1:pos:R:3 method="wB97M-V/def2-TZVPD" smiles="CCC#[N+]O/C=N/N" charge=+1 e_tot_ha=-396.27463 fmax_ev_per_a=5.454 orbital_gap_ev=8.283 homo_energy_ev=-13.22
C 2.38 0.06 -0.45
C -0.32 -0.83 -0.87
C -2.24 -0.59 0.60
C -1.74 -0.57 -0.79
N 0.74 -1.25 -1.15
N 1.51 0.78 0.18
N 1.79 1.73 1.09
O 2.01 -1.04 -1.15
H 3.40 0.01 -0.14
H -1.95 0.40 1.06
H -1.72 -1.39 1.21
H -3.39 -0.81 0.56
H -1.89 0.44 -1.20
H -2.33 -1.18 -1.45
H 1.03 2.17 1.41
H 2.72 2.07 1.09


9.
16
Properties=species:S:1:pos:R:3 method="wB97M-V/def2-TZVPD" charge=+1 e_tot_ha=-396.35573 fmax_ev_per_a=2.293 orbital_gap_ev=9.282 homo_energy_ev=-13.29
C 1.18 -1.54 0.12
C 2.08 0.71 -0.09
C 2.27 -0.56 -0.15
C -1.30 -0.90 -0.06
N -0.06 -1.53 0.13
N -1.55 0.46 -0.55
N -1.12 1.54 0.30
O 1.58 1.77 0.01
H 1.62 -2.50 0.37
H 3.23 -1.01 -0.30
H -1.20 0.61 -1.50
H -1.84 -1.53 -0.78
H -1.84 -0.98 0.90
H -1.66 2.39 0.06
H -0.08 1.79 0.24
H -1.34 1.29 1.28


10.
17
Properties=species:S:1:pos:R:3 method="wB97M-V/def2-TZVPD" charge=+1 e_tot_ha=-794.49635 fmax_ev_per_a=3.544 orbital_gap_ev=8.855 homo_energy_ev=-12.43
C 1.43 1.06 1.36
C -1.15 -1.41 -1.32
C -0.09 -1.14 -0.32
C -1.76 -0.09 -1.75
N 1.35 0.48 2.42
N 0.07 0.11 -0.05
N 1.99 2.05 0.64
O 0.73 -0.56 2.84
S -0.98 1.22 -0.68
H -0.51 -1.88 -2.15
H -2.06 -1.84 -0.88
H 0.93 -0.65 3.87
H 0.40 -1.99 0.06
H -1.48 -0.09 -2.82
H -2.89 0.06 -1.59
H 1.46 2.93 0.50
H 2.55 1.74 -0.12


11.
16
Properties=species:S:1:pos:R:3 method="wB97M-V/def2-TZVPD" charge=+1 e_tot_ha=-719.41948 fmax_ev_per_a=1.079 orbital_gap_ev=8.414 homo_energy_ev=-12.27
C 2.05 -1.17 -0.27
C 0.68 -1.01 0.09
C 0.44 0.33 0.35
C -0.83 1.01 0.67
N 2.76 -0.08 -0.30
N -0.24 -2.02 0.08
N -1.45 1.54 -0.62
S 1.92 1.23 0.12
H 2.52 -2.10 -0.53
H -1.55 0.33 1.12
H -0.67 1.87 1.32
H 0.15 -2.95 0.04
H -1.03 -1.95 0.70
H -0.78 2.17 -1.07
H -2.33 2.04 -0.45
H -1.63 0.76 -1.26


12.
16
Properties=species:S:1:pos:R:3 method="wB97M-V/def2-TZVPD" charge=+1 e_tot_ha=-719.30854 fmax_ev_per_a=4.375 orbital_gap_ev="7.200 / 6.812" homo_energy_ev="-12.03 / -11.72"
C -0.85 -0.20 1.71
C 1.37 -0.92 1.66
C 0.03 -1.04 -0.30
C -0.96 1.64 -2.72
N -0.99 -0.37 0.45
N 0.34 -0.45 2.33
N 1.24 -1.25 0.42
S 0.18 1.30 -1.42
H -1.56 0.35 2.26
H 2.22 -1.02 2.26
H -0.13 -1.67 -1.14
H -0.55 1.42 -3.63
H -1.09 2.83 -2.63
H -1.86 1.22 -2.48
H 0.57 -0.20 3.30
H 2.06 -1.63 -0.06


13.
16
Properties=species:S:1:pos:R:3 method="wB97M-V/def2-TZVPD" spin_multiplicity=3 charge=+1 e_tot_ha=-719.17259 fmax_ev_per_a=4.717 orbital_gap_ev="6.648 / 5.331" homo_energy_ev="-11.52 / -13.02"
C 0.32 -1.29 0.86
C -1.05 -1.49 0.71
C -2.92 0.02 -0.33
C 2.21 0.12 0.48
N 0.07 0.76 -0.23
N -2.14 -0.75 0.60
N 0.85 -0.11 0.35
S -2.40 -2.49 1.04
H 1.06 -2.08 1.13
H -3.79 0.42 0.13
H -2.44 0.89 -0.60
H -3.29 -0.56 -1.13
H 2.78 -0.58 0.99
H 2.47 1.08 0.91
H 2.76 0.11 -0.39
H 0.46 1.67 -0.42


14.
17
Properties=species:S:1:pos:R:3 method="wB97M-V/def2-TZVPD" charge=+1 e_tot_ha=-1117.43739 fmax_ev_per_a=4.615 orbital_gap_ev=7.815 homo_energy_ev=-13.10
C 1.21 -1.17 -1.06
C 0.41 0.78 0.60
C 1.77 -0.96 0.15
C 0.20 -0.26 -1.44
N 1.33 0.00 0.94
N -0.24 0.65 -0.58
N -1.14 1.71 -0.93
S 3.84 -2.22 1.08
S -3.03 0.29 1.72
H 1.38 -2.18 -1.59
H 0.06 1.61 1.38
H -0.16 -0.28 -2.50
H -2.58 0.25 2.95
H -1.27 1.75 -2.00
H -2.00 1.48 -0.55
H 3.58 -2.99 -0.01
H -3.36 1.54 1.83


15.
16
Properties=species:S:1:pos:R:3 method="wB97M-V/def2-TZVPD" e_tot_ha=-375.99156 fmax_ev_per_a=5.072 orbital_gap_ev=8.459 homo_energy_ev=-7.94
C -3.50 -0.16 0.65
C 0.05 -0.63 1.16
C 0.54 -0.12 0.06
C 3.35 0.98 -1.67
H -3.71 -1.33 1.05
H -3.87 0.08 -0.43
H -4.08 0.88 1.35
H 0.36 -1.38 2.02
H -0.34 0.31 -0.51
H 2.73 -0.78 -0.35
H 3.92 1.64 -2.24
H 4.02 0.35 -1.15
N -2.07 0.01 0.68
N -1.34 -0.58 1.50
N 1.83 -0.14 -0.48
N 2.11 0.87 -1.65


16.
16
Properties=species:S:1:pos:R:3 method="wB97M-V/def2-TZVPD" smiles="N/N=C/[C@H]1CC=NN1" e_tot_ha=-376.02936 fmax_ev_per_a=6.625 orbital_gap_ev=9.474 homo_energy_ev=-8.58
C -0.14 -0.48 -1.07
C -0.13 0.43 0.21
C -1.04 -0.18 1.20
C -0.31 -0.22 2.39
H -0.58 0.03 -4.14
H -0.61 -1.27 -2.87
H -0.42 -1.77 -1.06
H -0.54 1.38 -0.30
H -1.90 0.29 1.25
H -1.18 -1.21 1.02
H -0.79 -0.74 3.40
H 1.48 1.61 0.85
N -0.06 -0.42 -3.30
N 0.01 0.32 -2.09
N 0.91 0.25 2.32
N 1.18 0.46 1.00


17.
16
Properties=species:S:1:pos:R:3 method="wB97M-V/def2-TZVPD" e_tot_ha=-375.87997 fmax_ev_per_a=9.425 orbital_gap_ev=7.594 homo_energy_ev=-8.47
C 2.54 0.37 0.08
C -0.80 1.57 -0.27
C -1.65 -0.55 0.91
C -1.62 -0.99 -0.36
H 2.45 -1.68 -0.34
H 3.05 1.34 0.17
H 0.79 -0.76 -0.67
H -1.19 2.57 -0.60
H -0.64 -0.59 1.63
H -2.85 -0.25 1.32
H -0.86 -1.43 -1.07
H -2.49 -1.27 -0.94
N 3.18 -0.80 -0.13
N 1.15 0.49 0.50
N 0.52 1.58 0.10
N -1.58 0.40 -0.34


18.
16
Properties=species:S:1:pos:R:3 method="wB97M-V/def2-TZVPD" e_tot_ha=-376.19154 fmax_ev_per_a=1.921 orbital_gap_ev=9.440 homo_energy_ev=-8.85
C 0.66 1.20 0.19
C -0.77 1.22 -0.36
C -1.49 -0.10 -0.01
C 0.48 -1.20 -0.13
H 3.12 0.54 -0.44
H 2.83 0.02 1.08
H 1.21 1.99 -0.31
H 0.71 1.36 1.30
H -0.72 1.31 -1.42
H -1.30 2.09 0.06
H -3.23 0.71 0.41
H 1.10 -2.13 -0.19
N 2.66 -0.21 0.13
N 1.28 -0.07 -0.12
N -2.73 -0.21 0.30
N -0.79 -1.31 -0.11


19.
17
Properties=species:S:1:pos:R:3 method="wB97M-V/def2-TZVPD" smiles="[H]/N=C(/C=N/N1CC1)NO" e_tot_ha=-451.18113 fmax_ev_per_a=8.771 orbital_gap_ev=8.472 homo_energy_ev=-8.77
C -1.67 -0.55 -0.05
C -0.37 -0.89 0.02
C 2.86 0.27 0.75
C 2.89 0.06 -0.85
H -0.45 1.63 -0.25
H -3.41 0.85 -0.13
H -3.42 -1.42 0.19
H -0.36 -1.92 0.28
H 2.22 1.03 1.32
H 3.52 0.07 1.73
H 2.67 0.76 -1.63
H 3.58 -0.83 -0.95
N -2.30 0.84 -0.20
N -2.34 -1.64 0.11
N 0.62 0.02 -0.04
N 1.85 -0.58 0.03
O -1.42 2.01 0.12


20.
18
Properties=species:S:1:pos:R:3 method="wB97M-V/def2-TZVPD" smiles="CC1N=NN=N1.CC(=O)O" e_tot_ha=-526.61681 fmax_ev_per_a=4.784 orbital_gap_ev=9.713 homo_energy_ev=-9.95
C 1.99 0.15 -0.26
C -1.68 -0.51 -0.01
C 3.04 0.81 -1.09
C -2.48 -1.33 1.09
N -2.48 0.36 -0.76
N -1.97 1.49 -0.76
N -0.85 1.51 0.10
N -0.64 0.39 0.54
O 2.01 0.45 1.06
O 1.06 -0.56 -0.61
H -1.39 -1.20 -0.84
H 2.68 1.00 -2.09
H 3.23 1.81 -0.80
H 3.99 0.27 -1.00
H -1.76 -1.70 1.74
H -3.02 -2.13 0.54
H -3.25 -0.70 1.54
H 1.54 -0.10 1.62


21.
19
Properties=species:S:1:pos:R:3 method="wB97M-V/def2-TZVPD" e_tot_ha=-924.82454 fmax_ev_per_a=7.619 orbital_gap_ev=9.697 homo_energy_ev=-9.14
C 0.11 -0.55 -0.37
C -1.33 -2.08 -1.06
C -1.20 -1.73 1.38
C 1.68 2.09 -1.09
N 0.19 -0.48 -1.62
N -0.74 -1.44 -2.11
N -0.89 -1.38 0.04
N 0.94 0.40 0.73
O -2.12 -2.99 -1.09
O 2.91 1.77 1.26
S 2.47 0.99 0.14
H -0.27 -1.91 1.82
H -1.86 -0.93 1.88
H -1.79 -2.71 1.35
H 1.16 3.03 -0.73
H 1.10 1.43 -1.73
H 2.58 2.60 -1.55
H -0.97 -1.45 -3.16
H 0.82 -0.09 1.54


22.
17
Properties=species:S:1:pos:R:3 method="wB97M-V/def2-TZVPD" smiles="C=NP(N=C)(N=C)=[N+]=C" charge=+1 e_tot_ha=-717.24576 fmax_ev_per_a=3.997 orbital_gap_ev=9.335 homo_energy_ev=-13.99
C 2.13 0.47 0.84
C -0.10 -2.34 1.68
C -2.06 1.93 0.14
C 0.08 -0.10 -2.59
N 0.89 0.84 0.88
N -0.55 -1.62 0.71
N -1.39 0.99 -0.35
N 0.45 -0.49 -1.46
P -0.25 -0.07 0.06
H 2.86 0.70 1.52
H 2.50 -0.27 0.15
H -0.67 -3.21 1.90
H 0.89 -1.99 2.17
H -2.42 2.69 -0.58
H -2.28 2.25 1.19
H 0.82 -0.25 -3.36
H -0.89 0.49 -2.93


23.
18
Properties=species:S:1:pos:R:3 method="wB97M-V/def2-TZVPD" e_tot_ha=-485.68981 fmax_ev_per_a=4.708 orbital_gap_ev=10.534 homo_energy_ev=-10.04
C -2.68 0.51 -0.27
C 0.53 -0.20 -0.07
C 1.85 -0.46 0.69
C -1.39 1.33 -0.60
N -2.69 -0.82 -0.34
N -3.88 0.98 0.15
N -3.93 -1.20 0.09
N -4.57 -0.16 0.43
N 0.01 -1.18 -0.78
N -0.17 1.02 0.17
H 2.00 -1.43 1.03
H 1.62 0.06 1.59
H 2.66 0.02 0.29
H -1.07 0.96 -1.61
H -1.73 2.32 -0.64
H 0.56 -1.94 -0.66
H -1.89 -1.29 -0.71
H -0.04 1.56 1.02


24.
19
Properties=species:S:1:pos:R:3 method="wB97M-V/def2-TZVPD" smiles="Cc1nnc(NN)n(N)c1=O" e_tot_ha=-560.78644 fmax_ev_per_a=11.522 orbital_gap_ev=9.099 homo_energy_ev=-8.73
C -3.04 -1.11 -0.08
C -1.65 -0.78 -0.06
C 0.95 -0.14 0.08
C -1.30 0.73 -0.04
H -3.39 -0.69 -1.02
H -3.86 -0.59 0.73
H -3.39 -1.96 0.09
H 2.47 0.57 0.83
H 3.23 -1.61 0.29
H 4.23 -0.45 -0.56
H 1.43 2.36 -0.63
H 0.65 2.74 0.81
N -0.72 -1.69 -0.04
N 0.57 -1.46 0.04
N 2.30 0.18 0.09
N 3.16 -0.83 -0.28
N 0.01 0.96 -0.01
N 0.47 2.20 -0.15
O -2.14 1.55 -0.09


25.
14
Properties=species:S:1:pos:R:3 method="wB97M-V/def2-TZVPD" charge=-1 e_tot_ha=-287.05202 fmax_ev_per_a=2.601 orbital_gap_ev="6.601 / 6.041" homo_energy_ev="-2.16 / -1.60"
C 0.94 0.20 -0.64
C -0.10 1.26 -0.20
C 1.09 -0.94 0.34
C -1.51 0.58 -0.07
N 0.60 1.58 1.06
O 1.22 2.76 1.03
H 1.93 0.62 -0.81
H -0.08 2.15 -0.79
H 0.36 -0.97 1.16
H 2.07 -0.72 0.63
H 1.20 -1.87 -0.24
H -1.67 0.70 1.01
H -1.29 -0.43 -0.31
H -2.40 1.02 -0.56


26.
14
Properties=species:S:1:pos:R:3 method="wB97M-V/def2-TZVPD" charge=+1 e_tot_ha=-286.79267 fmax_ev_per_a=2.323 orbital_gap_ev=9.452 homo_energy_ev=-15.26
C -1.01 -1.44 1.08
C -1.66 -1.52 2.22
C 1.15 1.28 -1.79
C 0.60 0.73 -0.50
N 0.65 -0.54 -0.19
O 0.23 1.52 0.52
H -1.09 -2.12 0.30
H -1.91 -0.84 3.11
H -2.39 -2.39 2.01
H 1.84 0.50 -2.09
H 0.33 1.40 -2.57
H 1.73 2.20 -1.75
H 1.21 -1.27 -0.73
H 0.33 2.49 0.38


27.
14
Properties=species:S:1:pos:R:3 method="wB97M-V/def2-TZVPD" smiles="C=C1C[C@H](O)[NH2+]1" charge=+1 e_tot_ha=-286.86878 fmax_ev_per_a=4.149 orbital_gap_ev=11.257 homo_energy_ev=-15.02
C 0.17 0.90 -0.15
C 0.39 2.17 -0.48
C -0.13 0.14 1.16
C -0.48 -1.13 0.30
N 0.03 -0.35 -0.98
O 0.20 -2.25 0.73
H 0.58 2.46 -1.54
H 0.44 2.89 0.33
H 0.69 0.07 1.86
H -0.98 0.44 1.75
H -1.50 -1.18 0.15
H -0.78 -0.52 -1.65
H 1.03 -0.63 -1.54
H 0.35 -3.01 0.08


28.
14
Properties=species:S:1:pos:R:3 method="wB97M-V/def2-TZVPD" charge=+1 e_tot_ha=-286.68795 fmax_ev_per_a=7.419 orbital_gap_ev="7.341 / 9.328" homo_energy_ev="-13.97 / -14.67"
C 0.54 -0.65 -1.05
C 1.69 -0.25 -0.34
C 1.15 0.84 0.69
C -2.19 -0.23 0.13
N -0.92 0.28 0.00
O -0.13 0.47 1.05
H 0.23 -1.12 -1.99
H 1.99 -1.20 0.16
H 2.53 0.09 -1.13
H 1.59 0.85 1.75
H 1.12 1.87 0.39
H -2.46 -0.92 -0.74
H -2.86 0.66 0.02
H -2.29 -0.71 1.06


29.
14
Properties=species:S:1:pos:R:3 method="wB97M-V/def2-TZVPD" charge=+1 e_tot_ha=-286.78463 fmax_ev_per_a=4.103 orbital_gap_ev=7.364 homo_energy_ev=-12.92
C -1.06 0.25 -0.60
C -0.72 -1.04 -0.41
C -0.96 0.44 0.94
C 2.06 -0.50 0.08
N -0.42 -0.96 0.90
O 1.67 0.55 -0.46
H -1.45 0.69 -1.48
H -0.41 -1.89 -1.03
H -0.19 1.16 1.29
H -1.78 0.74 1.56
H 2.28 -0.72 1.14
H 2.24 -1.37 -0.56
H -0.44 -1.55 1.75
H 1.38 1.28 0.26


30.
14
Properties=species:S:1:pos:R:3 method="wB97M-V/def2-TZVPD" spin_multiplicity=3 charge=+1 e_tot_ha=-286.63473 fmax_ev_per_a=12.262 orbital_gap_ev="8.521 / 6.955" homo_energy_ev="-11.42 / -15.70"
C -0.21 -1.06 -0.96
C 0.94 -0.24 -0.72
C 0.75 1.49 -1.37
C -0.63 -0.40 1.55
N -0.12 -0.72 0.22
O -1.81 -0.94 1.64
H -0.64 -1.71 -1.70
H 2.01 -0.54 -0.68
H 1.10 1.33 -2.29
H 1.39 2.09 -0.69
H -0.25 1.85 -1.25
H 0.14 -0.74 2.30
H -0.51 0.76 1.38
H -2.15 -1.16 2.58


31.
15
Properties=species:S:1:pos:R:3 method="wB97M-V/def2-TZVPD" smiles="CC(=O)NCC[O-]" charge=-1 e_tot_ha=-362.44561 fmax_ev_per_a=2.519 orbital_gap_ev=6.700 homo_energy_ev=-2.64
C -1.31 -0.82 -1.14
C -1.18 0.61 -0.60
N 0.06 0.91 -0.14
C 1.38 0.25 -0.16
C 1.73 -0.38 1.20
O 1.21 -1.63 1.29
O -2.16 1.29 -0.33
H -0.55 -0.96 -1.92
H -1.01 -1.42 -0.28
H -2.30 -1.11 -1.48
H -0.09 1.80 0.33
H 2.02 0.91 -0.75
H 1.17 -0.62 -0.78
H 1.31 0.24 2.03
H 2.85 -0.34 1.26